No. 1
Computed, not measured: C15H8Cl2PdS6 as an isolated structure, with ωB97M-V/def2-TZVPD.

Geometry (Å):
Pd: -0.020 -0.271 -1.087
S: -2.680 -3.371 -7.168
C: -2.091 -2.671 -5.761
S: -0.485 -2.115 -5.571
C: -0.591 -1.536 -3.928
C: -1.799 -1.687 -3.333
S: -2.197 -1.210 -1.714
S: -3.015 -2.435 -4.342
S: 0.814 -0.831 -3.170
Cl: -3.069 -0.891 1.047
C: -2.558 0.046 2.416
C: -3.470 0.140 3.455
C: -3.166 0.847 4.606
C: -1.924 1.456 4.691
C: -1.029 1.350 3.643
Cl: 0.501 2.165 3.879
C: -1.283 0.646 2.438
S: -0.040 0.612 1.223
H: -4.425 -0.357 3.344
H: -3.879 0.920 5.418
H: -1.634 2.019 5.569
C: 4.578 0.954 -0.321
C: 3.688 1.864 -0.876
C: 2.365 1.504 -1.104
C: 1.892 0.233 -0.779
C: 2.801 -0.673 -0.229
C: 4.125 -0.319 0.000
H: 5.611 1.233 -0.142
H: 4.025 2.864 -1.133
H: 1.684 2.227 -1.538
H: 2.464 -1.669 0.031
H: 4.808 -1.043 0.434

Output
- LUMO level (eV) = 4.5
- energy relative to the best compared isomer or geometry (same formula, charge and spin) (kcal/mol) = 13.0
- HOMO level (Ha) = -0.0376
- total charge = -2



No. 2
Computed, not measured: C15H9AuI2N6O as an isolated structure, with ωB97M-V/def2-TZVPD.

Geometry (Å):
Au: 0.219 0.764 0.030
N: -0.252 5.024 0.114
C: 0.254 3.938 0.687
N: 0.056 2.907 -0.116
C: -0.608 3.444 -1.184
N: -0.816 4.729 -1.075
C: -1.023 2.630 -2.338
C: -1.556 3.192 -3.489
N: -1.907 2.444 -4.529
C: -1.715 1.133 -4.407
C: -1.185 0.567 -3.258
N: -0.839 1.318 -2.215
H: -0.259 5.973 0.455
H: 0.761 3.930 1.637
H: -1.700 4.263 -3.566
H: -1.993 0.514 -5.251
H: -1.041 -0.502 -3.171
I: 5.039 -2.245 0.607
C: 3.179 -2.598 1.261
C: 2.939 -3.739 2.034
C: 1.640 -4.021 2.517
I: 1.466 -5.702 3.632
C: 0.547 -3.147 2.209
C: -0.772 -3.380 2.654
C: -1.764 -2.516 2.289
C: -1.447 -1.417 1.485
N: -0.212 -1.155 1.073
C: 0.773 -2.000 1.420
C: 2.129 -1.651 0.918
O: 2.334 -0.644 0.266
H: 3.749 -4.418 2.268
H: -0.995 -4.238 3.274
H: -2.786 -2.667 2.608
H: -2.215 -0.727 1.162

Output
- LUMO level (spin up / spin down) (eV) = -6.9 / -11.1
- 2S+1 = 3
- energy relative to the best compared isomer or geometry (same formula, charge and spin) (kcal/mol) = 0.0
- HOMO level (spin up / spin down) (Ha) = -0.5176 / -0.5181
- total charge = +2



No. 3
Computed, not measured: C15H9F10N4O3PS2 as an isolated structure, with ωB97M-V/def2-TZVPD.

Geometry (Å):
N: 0.449 1.417 3.168
P: 0.799 -0.295 3.477
O: 2.429 -0.420 3.920
C: 0.517 -1.148 1.803
C: -0.458 -2.244 1.606
C: -1.303 -2.822 2.772
F: -1.699 -4.123 2.635
F: -0.665 -2.790 4.012
F: -2.418 -1.983 2.933
C: -0.592 -2.751 0.149
S: -1.778 -4.032 -0.389
O: -1.642 -4.211 -1.855
O: -1.501 -5.369 0.171
C: -3.568 -3.525 -0.176
F: -4.301 -4.574 -0.735
F: -3.984 -3.425 1.133
C: -3.973 -2.226 -1.040
F: -2.890 -1.602 -1.633
F: -4.817 -2.611 -2.080
C: -4.754 -1.125 -0.208
F: -5.984 -1.623 0.130
F: -4.056 -0.618 0.853
F: -4.970 -0.059 -1.081
C: 0.231 -2.204 -0.945
C: 1.249 -1.118 -0.758
N: 2.087 -0.567 -1.715
S: 2.948 0.557 -0.811
N: 2.317 0.416 0.734
C: 1.360 -0.596 0.660
H: 0.334 1.491 2.145
H: -0.497 1.586 3.544
H: 2.418 -0.504 4.895
H: 0.118 -2.603 -1.996
N: 3.607 3.467 -2.425
C: 4.645 4.204 -2.009
C: 4.610 5.583 -1.883
C: 3.435 6.242 -2.210
C: 2.347 5.502 -2.645
C: 2.484 4.126 -2.733
H: 5.543 3.644 -1.769
H: 5.480 6.128 -1.539
H: 3.368 7.320 -2.126
H: 1.414 5.982 -2.910
H: 1.659 3.504 -3.065

Output
- LUMO level (eV) = -2.2
- HOMO level (Ha) = -0.3248
- total charge = 0



No. 4
Computed, not measured: C16H10BBeBrF4N2OS as an isolated structure, with ωB97M-V/def2-TZVPD.

Geometry (Å):
Be: -0.926 0.720 -1.321
Br: 5.309 2.595 -2.516
C: 3.553 1.741 -2.394
C: 3.481 0.431 -2.793
C: 2.246 -0.233 -2.942
C: 1.137 0.078 -2.189
O: -0.103 -0.144 -2.468
C: 1.333 2.129 -1.526
C: 1.356 0.791 -0.876
N: 0.216 0.507 -0.074
C: 0.345 -0.087 1.106
C: 1.486 -0.076 1.929
C: 1.514 -0.763 3.131
C: 0.426 -1.471 3.598
C: -0.752 -1.506 2.837
C: -1.927 -2.180 3.229
C: -2.998 -2.233 2.374
C: -2.885 -1.625 1.114
N: -1.830 -0.945 0.752
C: -0.790 -0.842 1.578
C: 2.493 2.603 -2.085
H: 4.369 -0.058 -3.180
H: 2.158 -0.995 -3.707
H: 2.325 0.557 -0.422
H: 2.357 0.492 1.631
H: 2.414 -0.717 3.737
H: 0.470 -2.015 4.533
H: -1.962 -2.650 4.207
H: -3.911 -2.745 2.651
H: -3.684 -1.679 0.386
H: 2.552 3.641 -2.384
F: -4.523 -0.405 -1.640
B: -3.933 0.774 -1.240
F: -2.500 0.632 -1.356
F: -4.265 1.039 0.062
F: -4.337 1.797 -2.061
S: -0.214 2.842 -1.680

Output
- LUMO level (eV) = 4.5
- energy relative to the best compared isomer or geometry (same formula, charge and spin) (kcal/mol) = 0.0
- HOMO level (Ha) = -0.0318
- total charge = -2



No. 5
Computed, not measured: a 12-piece molecular cluster, C16H10BrCl44F3N5OP2S overall, with ωB97M-V/def2-TZVPD.

Geometry (Å):
N: -1.932 -1.422 3.035
P: -1.930 -1.998 1.535
N: -1.323 -0.848 0.356
N: -1.171 -1.411 -0.954
C: -2.129 -2.242 -1.250
S: -3.608 -2.929 -1.598
C: -2.056 0.424 0.304
N: -1.316 1.628 0.213
P: -0.442 2.199 1.621
O: -1.502 2.353 2.973
Br: 1.056 0.591 2.270
N: -3.382 0.419 0.295
C: -4.257 1.633 0.302
C: -4.729 1.808 1.818
C: -6.116 2.572 1.956
F: -5.917 3.839 1.422
F: -6.378 2.614 3.344
F: -7.084 1.843 1.285
H: -1.530 -0.480 3.026
H: -3.318 -2.319 1.260
H: -1.208 -3.223 1.459
H: -1.780 2.397 -0.279
H: -1.396 1.554 3.527
H: -3.908 -0.471 0.297
H: -5.188 1.350 -0.288
H: -3.831 2.551 -0.180
H: -4.807 0.763 2.273
H: -3.969 2.384 2.422
C: -1.464 -6.515 1.822
Cl: 0.276 -6.742 1.561
Cl: -1.737 -5.797 3.422
Cl: -2.111 -5.427 0.572
Cl: -2.289 -8.082 1.724
C: 0.937 -3.905 -3.686
Cl: -0.401 -3.503 -4.783
Cl: 2.170 -4.820 -4.570
Cl: 1.650 -2.408 -3.051
Cl: 0.323 -4.886 -2.339
C: -3.541 1.131 -3.913
Cl: -4.261 1.853 -5.361
Cl: -2.650 2.378 -3.010
Cl: -4.826 0.460 -2.885
Cl: -2.427 -0.163 -4.385
C: 2.157 -8.351 -6.714
Cl: 3.442 -7.135 -6.879
Cl: 2.733 -9.684 -5.693
Cl: 0.727 -7.609 -5.966
Cl: 1.728 -8.976 -8.318
C: 5.057 0.987 2.529
Cl: 5.040 1.693 4.157
Cl: 4.210 2.070 1.406
Cl: 6.734 0.775 1.992
Cl: 4.241 -0.593 2.561
C: -1.524 6.611 1.248
Cl: -2.752 7.212 0.116
Cl: -2.143 6.721 2.907
Cl: -1.148 4.910 0.870
Cl: -0.051 7.585 1.098
C: -7.678 -1.104 4.405
Cl: -8.544 -1.069 5.953
Cl: -6.147 -1.985 4.602
Cl: -8.677 -1.921 3.185
Cl: -7.336 0.557 3.878
C: 8.334 -1.889 4.388
Cl: 9.629 -0.691 4.196
Cl: 8.904 -3.221 5.411
Cl: 6.925 -1.120 5.147
Cl: 7.874 -2.522 2.794
C: 5.988 5.367 -0.865
Cl: 7.280 6.567 -1.056
Cl: 6.561 4.035 0.157
Cl: 4.577 6.132 -0.103
Cl: 5.528 4.734 -2.459
C: 7.265 -7.080 -7.929
Cl: 5.884 -8.017 -8.531
Cl: 8.484 -6.928 -9.210
Cl: 6.713 -5.463 -7.442
Cl: 7.977 -7.908 -6.530
C: 1.501 11.633 2.228
Cl: 2.081 11.466 3.897
Cl: 2.109 13.150 1.538
Cl: 2.089 10.265 1.259
Cl: -0.274 11.644 2.216

Output
- LUMO level (eV) = -5.0
- HOMO level (Ha) = -0.4395
- total charge = +1



No. 6
Computed, not measured: C16H10BrCl5Y as an isolated structure, with ωB97M-V/def2-TZVPD.

Geometry (Å):
C: -0.869 -1.161 -2.867
C: -0.935 -2.165 -1.878
C: -1.743 -1.670 -0.816
H: -0.471 -3.145 -1.942
C: -2.111 -0.330 -1.118
C: -1.551 -0.016 -2.393
H: -1.666 0.925 -2.930
H: -0.395 -1.275 -3.842
H: -1.907 -2.187 0.120
H: -2.626 0.370 -0.466
Y: 0.343 -0.398 -0.369
Br: 1.637 -2.591 0.556
C: 2.541 0.872 -0.724
C: 1.693 1.617 -1.597
C: 1.488 0.847 -2.784
H: 1.238 2.580 -1.428
C: 2.188 -0.369 -2.642
C: 2.841 -0.367 -1.374
H: 3.422 -1.186 -0.980
H: 2.805 1.125 0.290
H: 0.908 1.174 -3.633
H: 2.223 -1.168 -3.358
Cl: -1.187 -2.326 2.345
C: -0.915 -0.660 2.706
C: -0.469 0.226 1.797
C: -0.294 1.555 2.056
Cl: 0.223 2.666 0.794
C: -0.575 2.061 3.353
Cl: -0.376 3.720 3.702
C: -1.044 1.144 4.335
Cl: -1.426 1.694 5.880
C: -1.207 -0.229 4.025
Cl: -1.784 -1.337 5.184

Output
- LUMO level (eV) = 2.5
- HOMO level (Ha) = -0.1686
- total charge = -1



No. 7
Computed, not measured: C16H10BrEuF5 as an isolated structure, with ωB97M-V/def2-TZVPD.

Geometry (Å):
C: 1.707 2.015 -1.981
C: 0.491 2.635 -1.528
C: 0.455 2.530 -0.087
H: -0.358 2.983 -2.171
C: 1.645 1.797 0.342
C: 2.417 1.494 -0.835
H: 3.317 0.830 -0.848
H: 1.989 1.871 -3.047
H: -0.457 2.703 0.540
H: 1.840 1.396 1.371
Eu: 0.021 0.149 -0.616
Br: -2.465 0.908 -1.006
C: -0.229 -2.091 -1.711
C: 1.217 -1.965 -1.596
C: 1.649 -1.056 -2.633
H: 1.842 -2.339 -0.735
C: 0.488 -0.597 -3.362
C: -0.671 -1.233 -2.796
H: -1.738 -1.001 -3.049
H: -0.902 -2.530 -0.939
H: 2.689 -0.669 -2.754
H: 0.458 0.213 -4.133
F: -0.131 1.753 2.448
C: -0.699 0.521 2.548
C: -0.753 -0.429 1.547
C: -1.386 -1.629 1.808
F: -1.530 -2.629 0.904
C: -1.909 -1.889 3.070
F: -2.486 -3.070 3.303
C: -1.832 -0.945 4.083
F: -2.332 -1.199 5.303
C: -1.225 0.270 3.807
F: -1.120 1.202 4.754

Output
- LUMO level (spin up / spin down) (eV) = 2.8 / 2.8
- 2S+1 = 7
- HOMO level (spin up / spin down) (Ha) = -0.1702 / -0.1725
- total charge = -1



No. 8
Computed, not measured: C16H10BrF5STi as an isolated structure, with ωB97M-V/def2-TZVPD.

Geometry (Å):
C: 2.107 0.734 0.165
C: 1.218 1.642 -0.493
C: 0.150 1.946 0.395
H: 1.379 2.129 -1.443
C: 0.307 1.194 1.591
C: 1.532 0.432 1.448
H: 1.980 -0.136 2.239
H: 3.061 0.446 -0.216
H: -0.562 2.736 0.250
H: -0.293 1.333 2.459
Ti: 0.354 -0.457 -0.267
Br: 1.305 -2.088 -1.640
C: 1.516 -4.815 0.048
C: 2.156 -4.492 1.273
C: 3.448 -3.891 0.961
H: 1.772 -4.678 2.277
C: 3.587 -3.853 -0.453
C: 2.391 -4.431 -1.036
H: 2.193 -4.553 -2.111
H: 0.523 -5.249 -0.074
H: 4.189 -3.557 1.696
H: 4.424 -3.437 -1.022
F: -5.791 3.526 0.032
C: -4.626 2.915 -0.376
C: -4.218 1.734 0.243
F: -4.901 1.212 1.301
C: -3.075 1.080 -0.203
F: -2.689 -0.032 0.508
C: -2.308 1.573 -1.269
S: -0.992 0.504 -1.827
C: -2.796 2.697 -1.955
F: -2.163 3.182 -3.053
C: -3.924 3.389 -1.488
F: -4.333 4.522 -2.083

Output
- LUMO level (spin up / spin down) (eV) = -2.2 / -2.2
- HOMO level (spin up / spin down) (Ha) = -0.2381 / -0.2390
- total charge = 0



No. 9
Computed, not measured: one molecule with the formula C16H10BrN3O2S, with ωB97M-V/def2-TZVPD.

Geometry (Å):
O: -5.117 -0.727 1.575
C: -4.070 -0.539 0.986
N: -3.449 0.678 1.042
C: -2.139 1.032 0.700
C: -1.085 0.150 0.892
C: 0.174 0.590 0.527
N: 1.406 -0.001 0.568
C: 2.301 0.924 0.086
N: 1.735 2.052 -0.256
C: 0.405 1.889 0.004
C: -0.662 2.770 -0.151
C: -1.917 2.328 0.200
H: -2.767 2.984 0.089
H: -0.500 3.763 -0.535
C: 3.703 0.653 -0.015
C: 4.738 1.438 -0.460
C: 5.911 0.664 -0.336
C: 5.500 -0.533 0.173
O: 4.173 -0.562 0.374
Br: 6.455 -2.071 0.615
H: 6.914 0.942 -0.585
H: 4.650 2.439 -0.824
H: 1.628 -0.928 0.889
H: -1.242 -0.831 1.311
H: -4.015 1.405 1.462
C: -3.458 -1.561 0.122
C: -2.837 -1.414 -1.089
C: -2.503 -2.646 -1.681
C: -2.878 -3.708 -0.917
S: -3.666 -3.230 0.528
H: -2.739 -4.751 -1.122
H: -2.009 -2.737 -2.631
H: -2.637 -0.459 -1.542

Output
- LUMO level (eV) = 0.1
- SMILES string = O=C(Nc1ccc2nc(-c3ccc(Br)o3)[nH]c2c1)c1cccs1
- HOMO level (Ha) = -0.2866
- total charge = 0



No. 10
Computed, not measured: C16H10Cl2N7OS3V as an isolated structure, with ωB97M-V/def2-TZVPD.

Geometry (Å):
V: -1.827 -1.099 -0.190
C: 0.515 4.053 0.500
C: -0.176 3.078 1.351
N: -0.414 3.180 2.619
N: -1.112 2.101 2.981
C: -1.329 1.295 1.936
S: -2.222 -0.142 1.858
N: -0.733 1.902 0.876
N: -0.674 1.346 -0.384
H: 1.172 4.664 1.113
H: -0.214 4.719 0.034
H: 1.088 3.566 -0.286
H: -1.407 1.991 3.945
H: -0.988 2.009 -1.095
H: 0.309 1.029 -0.586
S: -2.967 -0.338 -1.901
C: -4.325 -0.604 -0.869
C: -5.365 0.359 -0.920
N: -6.160 1.181 -0.946
C: -4.409 -1.711 -0.043
S: -3.123 -2.849 0.056
C: -5.566 -1.953 0.741
N: -6.478 -2.141 1.404
Cl: -0.448 -4.108 -0.987
C: 1.008 -3.232 -0.884
C: 2.257 -3.827 -0.999
C: 3.412 -3.067 -0.883
Cl: 4.919 -3.830 -1.005
C: 3.332 -1.651 -0.694
C: 4.459 -0.807 -0.640
C: 4.278 0.554 -0.558
C: 2.977 1.057 -0.492
N: 1.900 0.298 -0.496
C: 2.056 -1.035 -0.600
C: 0.871 -1.847 -0.643
O: -0.308 -1.372 -0.463
H: 2.322 -4.889 -1.179
H: 5.449 -1.232 -0.677
H: 5.116 1.230 -0.558
H: 2.807 2.123 -0.436

Output
- LUMO level (spin up / spin down) (eV) = -8.4 / -9.5
- HOMO level (spin up / spin down) (Ha) = -0.5466 / -0.5439
- total charge = +2



No. 11
Computed, not measured: an isolated ion of composition C16H10Cl5O4 and charge -1, with ωB97M-V/def2-TZVPD.

Geometry (Å):
Cl: 0.688 -0.510 2.869
C: 1.108 0.183 1.169
C: 2.450 -0.346 0.731
Cl: 2.583 -2.049 0.625
C: 3.589 0.388 0.393
O: 4.698 -0.117 0.192
C: 3.416 1.943 0.283
O: 4.256 2.621 -0.295
C: 2.168 2.486 0.890
Cl: 2.099 4.191 0.915
C: 1.109 1.717 1.232
Cl: -0.299 2.410 1.889
C: -3.536 -1.654 3.155
C: -3.228 -0.688 2.036
O: -1.922 -1.023 1.508
C: -1.389 -0.112 0.671
C: 0.039 -0.472 0.220
C: 0.138 -0.333 -1.344
C: -0.564 0.654 -2.047
C: -0.477 0.740 -3.437
Cl: -1.236 2.043 -4.277
C: 0.285 -0.172 -4.168
C: 0.956 -1.173 -3.475
C: 0.870 -1.266 -2.083
O: -2.037 0.848 0.311
H: -4.501 -1.412 3.601
H: -3.589 -2.691 2.797
H: -2.762 -1.583 3.920
H: -3.963 -0.775 1.241
H: -3.206 0.352 2.379
H: 0.146 -1.507 0.492
H: -1.189 1.392 -1.526
H: 0.387 -0.069 -5.257
H: 1.535 -1.916 -4.022
H: 1.376 -2.098 -1.588

Output
- LUMO level (eV) = 2.6
- energy relative to the best compared isomer or geometry (same formula, charge and spin) (kcal/mol) = 0.0
- SMILES string = CCOC(=O)[C@@H](c1cccc(Cl)c1)[C@@]1(Cl)C(Cl)=C([O-])C(=O)C(Cl)=C1Cl
- HOMO level (Ha) = -0.1465
- total charge = -1



No. 12
Computed, not measured: C16H10ClF5OSm as an isolated structure, with ωB97M-V/def2-TZVPD.

Geometry (Å):
C: -0.313 -0.359 -3.711
C: -1.672 -0.092 -3.330
C: -2.001 -0.958 -2.232
H: -2.336 0.618 -3.832
C: -0.873 -1.779 -1.949
C: 0.180 -1.408 -2.868
H: 1.182 -1.846 -2.924
H: 0.266 0.150 -4.490
H: -2.958 -1.033 -1.724
H: -0.837 -2.575 -1.205
Sm: -0.103 0.536 -1.339
Cl: -0.820 2.974 -1.400
C: -2.408 1.296 2.350
C: -2.278 -0.120 2.194
C: -3.027 -0.510 1.051
H: -1.714 -0.786 2.839
C: -3.627 0.662 0.500
C: -3.242 1.782 1.300
H: -3.497 2.833 1.129
H: -1.925 1.907 3.112
H: -3.137 -1.532 0.672
H: -4.255 0.680 -0.395
F: 5.856 0.433 2.175
C: 4.595 0.199 1.761
C: 3.713 -0.509 2.586
F: 4.191 -1.102 3.701
C: 2.390 -0.700 2.227
F: 1.583 -1.489 2.978
C: 1.911 -0.137 1.018
O: 0.636 -0.186 0.694
C: 2.856 0.474 0.147
F: 2.377 0.831 -1.144
C: 4.184 0.627 0.491
F: 5.102 1.120 -0.381

Output
- LUMO level (spin up / spin down) (eV) = 2.0 / 2.0
- 2S+1 = 6
- HOMO level (spin up / spin down) (Ha) = -0.1072 / -0.1073
- total charge = -1